<A>
{
  "formula": "C3H10O3S",
  "method": "the ωB97M-V functional and the def2-TZVPD basis",
  "symbols": ["S", "O", "O", "O", "C", "C", "C", "H", "H", "H", "H", "H", "H", "H", "H", "H", "H"],
  "positions_angstrom": [[1.842, -1.601, -0.400], [-2.142, 1.716, -0.007], [-1.828, -1.512, 2.505], [2.387, 1.913, -0.852], [0.238, -0.849, -0.851], [-0.208, 0.320, 0.015], [-1.254, 1.194, -0.624], [-2.524, -1.238, 3.108], [2.300, 1.408, -1.667], [-0.515, -1.620, -0.796], [1.326, -2.766, 0.005], [0.613, 0.986, 0.285], [0.310, -0.580, -1.906], [-1.011, -1.500, 3.016], [-1.151, 1.360, -1.721], [-0.657, -0.080, 0.926], [2.273, 2.849, -1.035]],
  "e_lumo_ev": 0.585,
  "smiles": "O=CCCS.O.O",
  "homo_energy_ev": -9.1,
  "multiplicity": 1,
  "orbital_gap_ev": 9.69
}

---

<B>
{
  "formula": "C3H10O3S",
  "method": "the ωB97M-V functional and the def2-TZVPD basis",
  "symbols": ["S", "O", "O", "O", "C", "C", "C", "H", "H", "H", "H", "H", "H", "H", "H", "H", "H"],
  "positions_angstrom": [[-1.543, -1.585, 0.310], [2.727, 0.972, -0.329], [2.362, -1.986, 0.196], [-2.740, 1.475, -0.579], [0.366, 0.250, -0.459], [-0.472, -0.046, 0.799], [1.495, 1.227, -0.309], [2.826, -1.217, -0.015], [-1.172, 0.704, 1.041], [0.763, -0.645, -0.845], [-2.585, -1.379, 1.145], [-2.917, 0.562, -0.716], [2.975, -2.578, 0.608], [-0.282, 0.520, -1.276], [-3.090, 1.871, -1.359], [0.075, -0.353, 1.660], [1.213, 2.208, 0.129]],
  "e_lumo_ev": 0.517,
  "smiles": "O=CCCS.O.O",
  "homo_energy_ev": -9.4,
  "multiplicity": 1,
  "orbital_gap_ev": 9.92
}

---

Energetically preferred structure: <A> | next structure: +0.233 eV

---

<A>
{
  "formula": "C5H13NO2",
  "method": "the ωB97M-V functional and the def2-TZVPD basis",
  "symbols": ["O", "O", "N", "C", "C", "C", "C", "C", "H", "H", "H", "H", "H", "H", "H", "H", "H", "H", "H", "H", "H"],
  "positions_angstrom": [[-0.833, 1.108, 2.491], [1.014, 2.063, 0.424], [-0.159, -0.909, -0.737], [-0.977, 0.962, -2.112], [0.329, -3.071, 0.306], [-0.370, 0.515, -0.793], [0.233, -1.569, 0.461], [0.931, 1.269, -0.456], [-0.304, 1.573, 1.825], [0.868, -3.288, -0.608], [-2.037, 0.729, -2.139], [-1.106, 0.749, -0.018], [1.196, -1.142, 0.754], [-0.772, -1.440, -1.356], [0.948, -3.486, 1.084], [-0.920, 2.048, -2.166], [1.785, 1.051, -1.113], [-0.438, 0.613, -2.987], [-0.643, -3.538, 0.236], [-0.406, 1.269, 3.342], [-0.425, -1.135, 1.242]],
  "s2": 0.754,
  "e_lumo_ev": [-3.674, -7.935],
  "homo_energy_ev": [-14.9, -14.9],
  "multiplicity": 2,
  "charge": 1,
  "orbital_gap_ev": [11.21, 6.98]
}

---

<B>
{
  "formula": "C5H13NO2",
  "method": "the ωB97M-V functional and the def2-TZVPD basis",
  "symbols": ["O", "O", "N", "C", "C", "C", "C", "C", "H", "H", "H", "H", "H", "H", "H", "H", "H", "H", "H", "H", "H"],
  "positions_angstrom": [[-0.387, 1.810, 2.660], [-2.604, -2.943, 3.253], [0.676, 0.323, -2.805], [0.370, 1.292, 0.432], [-0.103, -0.096, -1.708], [1.494, -0.689, -3.433], [0.362, 1.217, 1.942], [0.660, 0.027, -0.338], [0.524, -0.848, 0.296], [-1.746, -2.493, 3.238], [2.274, -0.161, -3.984], [-0.955, 0.565, -1.606], [1.721, -0.033, -0.584], [1.877, -1.349, -2.663], [-0.374, -1.154, -1.712], [0.120, 0.794, -3.523], [1.089, 0.492, 2.364], [-3.130, -2.222, 2.878], [0.802, 2.224, 0.038], [0.941, -1.271, -4.178], [-0.630, 1.708, 0.205]],
  "s2": 0.755,
  "e_lumo_ev": [-3.489, -8.668],
  "homo_energy_ev": [-13.4, -13.4],
  "multiplicity": 2,
  "charge": 1,
  "orbital_gap_ev": [9.90, 4.70]
}

---

Energetically preferred structure: <A> | next structure: +1.340 eV

---

<A>
{
  "formula": "S2",
  "method": "the ωB97M-V functional and the def2-TZVPD basis",
  "symbols": ["S", "S"],
  "positions_angstrom": [[0.000, 0.000, 1.780], [0.000, 0.000, -1.780]],
  "s2": 0.754,
  "e_lumo_ev": [-11.965, -11.692],
  "homo_energy_ev": [-16.1, -15.3],
  "multiplicity": 2,
  "charge": 1,
  "orbital_gap_ev": [4.11, 3.60]
}

---

<B>
{
  "formula": "S2",
  "method": "the ωB97M-V functional and the def2-TZVPD basis",
  "symbols": ["S", "S"],
  "positions_angstrom": [[-0.722, -0.348, 0.973], [0.722, 0.348, -0.973]],
  "s2": 0.755,
  "e_lumo_ev": [-11.312, -11.023],
  "homo_energy_ev": [-17.5, -17.0],
  "multiplicity": 2,
  "charge": 1,
  "orbital_gap_ev": [6.22, 5.94]
}

---

Energetically preferred structure: <B> | next structure: +5.165 eV

---

<A>
{
  "formula": "H2N2O2",
  "method": "the ωB97M-V functional and the def2-TZVPD basis",
  "symbols": ["O", "O", "N", "N", "H", "H"],
  "positions_angstrom": [[0.344, 1.195, 0.391], [1.904, 0.236, -0.757], [0.833, 0.179, -0.260], [0.059, -0.753, -0.186], [0.552, 2.113, -0.118], [0.652, -1.576, -0.331]],
  "e_lumo_ev": 0.530,
  "smiles": "[H]/N=[N+](\\[O-])O",
  "homo_energy_ev": -10.5,
  "multiplicity": 1,
  "orbital_gap_ev": 11.07
}

---

<B>
{
  "formula": "H2N2O2",
  "method": "the ωB97M-V functional and the def2-TZVPD basis",
  "symbols": ["O", "O", "N", "N", "H", "H"],
  "positions_angstrom": [[2.130, 0.287, -0.759], [0.396, -0.485, 0.395], [0.973, 0.367, -0.676], [-0.982, -0.393, 0.587], [-1.243, 0.671, 0.844], [-1.274, -0.447, -0.391]],
  "e_lumo_ev": -0.202,
  "smiles": "NON=O",
  "homo_energy_ev": -10.1,
  "multiplicity": 1,
  "orbital_gap_ev": 9.87
}

---

Energetically preferred structure: <A> | next structure: +0.200 eV

---

<A>
{
  "formula": "C4H12",
  "method": "the ωB97M-V functional and the def2-TZVPD basis",
  "symbols": ["C", "C", "C", "C", "H", "H", "H", "H", "H", "H", "H", "H", "H", "H", "H", "H"],
  "positions_angstrom": [[1.872, -1.149, 0.838], [1.544, -2.582, 0.467], [-1.710, 1.477, -1.301], [-1.618, 2.287, 0.000], [2.529, -0.673, 0.117], [0.967, -0.536, 0.891], [-1.248, 1.651, 0.801], [-1.334, 1.949, -2.215], [-1.160, 0.547, -1.222], [2.238, -1.031, 1.862], [-1.062, 3.220, -0.074], [2.432, -3.213, 0.308], [-2.750, 1.235, -1.563], [-2.633, 2.544, 0.310], [0.954, -3.070, 1.257], [0.980, -2.655, -0.474]],
  "s2": 0.750,
  "e_lumo_ev": [4.404, 4.480],
  "homo_energy_ev": [1.5, -7.7],
  "multiplicity": 2,
  "charge": -1,
  "orbital_gap_ev": [2.90, 12.21]
}

---

<B>
{
  "formula": "C4H12",
  "method": "the ωB97M-V functional and the def2-TZVPD basis",
  "symbols": ["C", "C", "C", "C", "H", "H", "H", "H", "H", "H", "H", "H", "H", "H", "H", "H"],
  "positions_angstrom": [[-0.787, -1.192, -0.807], [1.170, 1.911, 0.851], [-1.107, -1.836, -2.176], [0.746, 1.089, 2.105], [-0.594, -2.775, -2.245], [-0.366, 1.114, 2.207], [0.236, -1.502, -0.512], [1.279, 0.065, 2.111], [-0.797, -1.132, -3.003], [1.992, 2.500, 0.743], [1.225, 1.303, -0.102], [-0.839, -0.191, -0.864], [-2.238, -1.820, -1.905], [-1.484, -1.547, -0.099], [1.173, 1.507, 3.013], [0.281, 2.644, 0.815]],
  "s2": 0.750,
  "e_lumo_ev": [4.221, 4.387],
  "homo_energy_ev": [1.5, -7.5],
  "multiplicity": 2,
  "charge": -1,
  "orbital_gap_ev": [2.72, 11.92]
}

---

<C>
{
  "formula": "C4H12",
  "method": "the ωB97M-V functional and the def2-TZVPD basis",
  "symbols": ["C", "C", "C", "C", "H", "H", "H", "H", "H", "H", "H", "H", "H", "H", "H", "H"],
  "positions_angstrom": [[1.422, -0.833, 1.273], [0.685, -2.165, 1.412], [-1.721, 1.295, -1.211], [-0.349, 1.697, -1.572], [0.366, -2.614, 0.475], [1.192, -2.938, 1.998], [2.430, -1.077, 1.302], [-1.614, 0.153, -0.833], [-0.151, -2.089, 2.151], [-2.607, 1.364, -1.823], [1.173, -0.209, 0.384], [1.315, -0.231, 2.116], [-0.546, 2.386, -2.372], [0.188, 2.191, -0.772], [0.337, 1.132, -2.117], [-2.122, 1.939, -0.412]],
  "s2": 0.750,
  "e_lumo_ev": [4.209, 4.208],
  "homo_energy_ev": [1.5, -6.8],
  "multiplicity": 2,
  "charge": -1,
  "orbital_gap_ev": [2.67, 11.02]
}

---

Energetically preferred structure: <A> | next structure: +1.187 eV

---

<A>
{
  "formula": "C4H12",
  "method": "the ωB97M-V functional and the def2-TZVPD basis",
  "symbols": ["C", "C", "C", "C", "H", "H", "H", "H", "H", "H", "H", "H", "H", "H", "H", "H"],
  "positions_angstrom": [[-0.655, 0.023, 1.431], [-1.886, 0.714, 1.936], [1.150, -0.596, -0.968], [1.448, -0.162, -2.319], [-1.673, 1.451, 2.790], [1.125, -1.647, -1.087], [1.935, 0.836, -2.397], [0.593, -0.254, -2.915], [-0.030, 0.795, 0.861], [-2.902, 0.176, 2.144], [-0.820, -0.691, 0.685], [1.655, -0.270, -0.257], [-2.396, 1.381, 1.138], [2.201, -0.865, -2.836], [0.044, -0.347, -0.806], [-0.079, -0.439, 2.198]],
  "s2": 0.750,
  "e_lumo_ev": [4.277, 4.550],
  "homo_energy_ev": [1.5, -7.0],
  "multiplicity": 2,
  "charge": -1,
  "orbital_gap_ev": [2.81, 11.54]
}

---

<B>
{
  "formula": "C4H12",
  "method": "the ωB97M-V functional and the def2-TZVPD basis",
  "symbols": ["C", "C", "C", "C", "H", "H", "H", "H", "H", "H", "H", "H", "H", "H", "H", "H"],
  "positions_angstrom": [[-0.366, -0.686, 1.423], [-1.841, -1.069, 1.526], [0.653, 1.464, -1.205], [1.491, 0.240, -1.693], [1.094, 2.355, -1.642], [2.001, 0.514, -2.620], [2.228, -0.019, -0.941], [-2.074, -1.755, 2.344], [0.666, 1.555, -0.119], [-2.109, -1.568, 0.606], [-2.454, -0.172, 1.610], [0.333, -1.151, 2.130], [0.121, -0.818, 0.462], [0.800, -0.561, -1.942], [-0.179, 0.374, 1.612], [-0.364, 1.297, -1.551]],
  "s2": 0.750,
  "e_lumo_ev": [4.264, 4.258],
  "homo_energy_ev": [1.6, -7.8],
  "multiplicity": 2,
  "charge": -1,
  "orbital_gap_ev": [2.67, 12.03]
}

---

Energetically preferred structure: <B> | next structure: +1.460 eV